A 2-piece molecular cluster, C4H4F3NO3 overall in a non-equilibrium geometry, computed with wB97M-V/def2-TZVPD.

Each line ends with the natural charge from an NBO analysis.
Element x y z (Å)
C: 1.89 -0.04 1.04  0.777
C: -2.51 -0.98 -0.03  0.797
C: 1.04 -0.62 -0.11  -0.351
C: -0.89 0.83 -0.46  0.771
N: 0.35 0.39 -0.89  -0.693
O: 2.38 -0.74 1.87  -0.560
O: 2.07 1.28 1.01  -0.662
O: -2.40 -2.08 -0.44  -0.491
F: -3.53 -0.52 0.68  -0.309
F: -1.54 1.58 -1.35  -0.331
F: -0.89 1.43 0.73  -0.336
H: 0.35 -1.35 0.32  0.231
H: 1.74 -1.16 -0.77  0.243
H: 1.57 1.71 0.30  0.499
H: 0.37 0.27 -1.89  0.415

Properties
Frontier orbital gap (spin up / spin down) ... 8.07 / 8.10 eV
Energy ... -19993.8645 eV
2S+1 ... 3
Strongest force on any atom ... 0.0474 hartree/bohr

C29H27N9S3Zr as an isolated structure, computed with wB97M-V/def2-TZVPD.

Each line ends with the natural charge from an NBO analysis.
Element x y z (Å)
Zr: -0.41 0.31 0.45  1.935
C: -0.12 3.48 0.94  -0.411
N: 0.80 2.32 0.93  -0.521
C: 1.54 2.31 2.22  -0.420
C: 1.81 2.46 -0.16  -0.244
C: 2.46 1.13 -0.45  -0.056
C: 3.78 1.09 -0.86  -0.212
C: 4.38 -0.12 -1.17  -0.206
C: 3.64 -1.29 -1.07  -0.211
C: 2.32 -1.24 -0.66  -0.199
C: 1.69 -0.04 -0.34  -0.545
H: 0.44 4.41 1.06  0.201
H: -0.82 3.37 1.77  0.219
H: -0.68 3.51 0.01  0.227
H: 2.06 3.26 2.32  0.191
H: 2.25 1.48 2.22  0.247
H: 0.84 2.18 3.04  0.221
H: 2.54 3.21 0.14  0.198
H: 1.28 2.82 -1.05  0.235
H: 4.36 2.01 -0.92  0.205
H: 5.41 -0.15 -1.48  0.213
H: 4.10 -2.24 -1.31  0.214
H: 1.77 -2.18 -0.57  0.206
S: -0.71 1.34 -2.00  -0.360
C: -0.54 -0.20 -2.79  0.095
N: -0.26 -0.36 -4.06  -0.135
N: -0.02 0.71 -4.76  -0.367
C: 0.32 0.63 -6.12  0.221
C: 0.55 1.82 -6.80  -0.269
C: 0.88 1.79 -8.14  -0.189
C: 0.97 0.57 -8.81  -0.232
C: 0.73 -0.61 -8.12  -0.183
C: 0.40 -0.59 -6.77  -0.266
N: -0.75 -1.42 -2.20  -0.074
N: -0.91 -1.46 -0.95  -0.365
C: -1.06 -2.80 -0.45  0.166
C: -0.56 -3.89 -1.17  -0.224
C: -0.69 -5.16 -0.63  -0.199
C: -1.29 -5.35 0.61  -0.197
C: -1.77 -4.26 1.32  -0.183
C: -1.65 -2.98 0.79  -0.233
H: -0.02 1.62 -4.29  0.398
H: 0.48 2.77 -6.28  0.213
H: 1.07 2.71 -8.67  0.217
H: 1.22 0.54 -9.86  0.217
H: 0.80 -1.56 -8.63  0.217
H: 0.22 -1.51 -6.23  0.241
H: -0.08 -3.73 -2.12  0.241
H: -0.30 -6.00 -1.18  0.219
H: -1.38 -6.35 1.02  0.220
H: -2.24 -4.39 2.28  0.219
H: -2.03 -2.14 1.35  0.232
S: 0.67 -0.90 2.52  -0.176
C: 0.11 -0.61 4.13  -0.190
S: -1.04 0.63 4.57  0.098
C: 0.68 -1.31 5.16  -0.390
C: 1.67 -2.31 4.94  0.285
N: 2.47 -3.12 4.77  -0.296
C: 0.30 -1.07 6.51  0.275
N: -0.04 -0.85 7.59  -0.300
N: -2.44 0.26 1.57  -0.457
C: -3.69 -0.12 1.87  -0.028
C: -4.56 0.42 0.93  -0.323
C: -3.75 1.11 0.04  -0.011
N: -2.49 1.02 0.45  -0.463
H: -1.51 0.82 3.32  0.156
H: -3.89 -0.74 2.72  0.227
H: -5.63 0.29 0.88  0.237
H: -3.99 1.65 -0.86  0.231

Properties
Frontier orbital gap ... 6.29 eV
Energy ... -77707.9054 eV
Strongest force on any atom ... 0.0136 hartree/bohr
Energy relative to the best compared isomer or geometry (same formula, charge and spin) ... 6.1 kcal/mol

C41H82As3IN8O7RbS2Si2Te as an isolated structure in a non-equilibrium geometry, computed with wB97M-V/def2-TZVPD.

Each line ends with the Mulliken charge.
Element x y z (Å)
Rb: 0.15 0.31 0.12  1.295
C: 2.14 -5.50 4.23  -1.143
C: 2.04 -3.99 4.44  -0.199
N: 0.80 -3.41 3.99  0.279
C: 0.56 -3.22 2.64  -0.873
S: -1.08 -2.88 2.18  -0.064
N: 1.59 -3.32 1.85  -0.854
N: 1.43 -2.82 0.58  1.252
C: 1.60 -3.64 -0.39  -0.105
C: 1.74 -5.12 -0.24  -1.332
C: 1.68 -3.05 -1.76  0.993
C: 1.82 -3.88 -2.87  -0.742
C: 1.94 -3.32 -4.13  -0.885
C: 1.94 -1.94 -4.24  -0.988
C: 1.79 -1.20 -3.08  -0.485
N: 1.65 -1.72 -1.88  0.261
H: 3.11 -5.88 4.53  0.414
H: 1.98 -5.73 3.18  0.125
H: 1.38 -6.02 4.82  0.307
H: 2.85 -3.49 3.89  -0.079
H: 2.16 -3.74 5.50  0.564
H: -0.04 -3.72 4.48  0.263
H: 1.58 -5.39 0.80  -0.193
H: 2.73 -5.47 -0.54  0.344
H: 1.00 -5.65 -0.85  0.385
H: 1.83 -4.96 -2.76  0.370
H: 2.05 -3.95 -5.00  0.383
H: 2.04 -1.45 -5.20  0.488
H: 1.76 -0.11 -3.12  0.846
C: -0.73 0.57 -5.07  -1.481
As: -0.82 1.26 -3.22  1.815
C: -2.78 1.41 -3.22  -0.833
C: -0.56 3.18 -3.63  -1.335
C: 0.86 3.76 -3.69  3.129
C: 1.78 2.90 -4.54  -1.415
C: 1.44 3.93 -2.27  -2.161
As: 2.16 2.37 -1.29  0.617
C: 4.01 2.42 -1.97  -1.471
C: 2.54 3.38 0.35  -0.844
C: 0.76 5.20 -4.26  -2.192
As: 0.33 5.72 -6.12  0.274
C: 2.04 5.27 -7.00  -1.131
C: -0.72 4.27 -6.93  -1.036
H: -1.20 1.26 -5.78  0.449
H: -1.25 -0.39 -5.11  0.403
H: 0.31 0.40 -5.37  0.184
H: -3.11 2.04 -4.04  0.567
H: -3.09 1.85 -2.27  -0.189
H: -3.22 0.41 -3.33  0.267
H: -1.13 3.70 -2.86  0.266
H: -1.07 3.35 -4.59  0.245
H: 1.90 1.91 -4.10  -0.306
H: 2.78 3.35 -4.61  0.462
H: 1.39 2.77 -5.55  0.018
H: 0.67 4.34 -1.61  0.359
H: 2.27 4.65 -2.30  0.866
H: 4.38 3.44 -2.01  0.398
H: 4.08 1.96 -2.96  0.354
H: 4.63 1.84 -1.28  0.418
H: 3.00 4.34 0.09  0.414
H: 3.24 2.80 0.96  0.294
H: 1.61 3.54 0.89  0.026
H: 1.73 5.70 -4.12  0.636
H: 0.05 5.75 -3.64  0.411
H: 2.84 5.83 -6.52  0.323
H: 1.98 5.59 -8.04  0.398
H: 2.27 4.21 -6.95  0.296
H: -1.74 4.28 -6.55  0.289
H: -0.30 3.28 -6.78  0.189
H: -0.76 4.48 -8.00  0.454
C: 0.86 4.64 5.62  -1.217
Si: -0.03 3.02 5.26  0.335
C: -0.09 2.02 6.86  -1.219
C: -1.79 3.40 4.69  -0.465
C: 0.88 2.15 3.88  0.996
Te: 0.77 0.00 3.77  -0.230
C: 2.63 -0.29 4.81  -0.636
Si: 4.18 -0.09 3.77  0.225
C: 5.56 -1.11 4.57  -1.145
C: 4.75 1.71 3.76  -0.953
C: 3.94 -0.68 2.01  -0.224
H: 0.35 5.20 6.40  0.327
H: 0.89 5.25 4.72  0.321
H: 1.88 4.46 5.94  0.326
H: -0.92 2.35 7.49  0.376
H: 0.83 2.13 7.43  0.311
H: -0.23 0.96 6.65  0.312
H: -2.52 2.69 5.08  0.248
H: -1.82 3.38 3.60  -0.274
H: -2.09 4.40 5.01  0.472
H: 1.94 2.40 3.90  0.006
H: 0.48 2.52 2.93  -0.632
H: 2.59 -1.32 5.17  0.184
H: 2.63 0.35 5.69  0.673
H: 5.73 -0.79 5.59  0.318
H: 6.49 -1.00 4.02  0.314
H: 5.29 -2.16 4.58  0.311
H: 4.77 2.12 4.76  0.327
H: 4.09 2.35 3.16  0.104
H: 5.75 1.78 3.34  0.314
H: 3.56 -1.71 1.99  -0.064
H: 4.88 -0.64 1.46  0.556
H: 3.20 -0.07 1.48  -0.187
C: -2.24 -6.47 0.58  -1.493
C: -2.93 -5.12 0.53  0.298
S: -4.50 -5.20 -0.28  1.316
O: -4.30 -5.55 -1.66  -0.641
O: -5.41 -6.00 0.51  -0.773
C: -5.09 -3.50 -0.20  -0.063
C: -5.16 -2.80 -1.56  -1.336
N: -3.84 -2.52 -2.09  0.538
C: -2.92 -1.72 -1.49  -0.073
N: -1.74 -1.78 -2.07  0.493
C: -1.88 -2.66 -3.10  -0.519
C: -3.17 -3.11 -3.14  -0.774
N: -3.76 -3.91 -4.16  1.284
O: -2.99 -4.51 -4.89  -0.677
O: -4.97 -3.89 -4.30  -0.693
C: -3.18 -0.86 -0.31  0.561
H: -1.28 -6.34 1.08  0.261
H: -2.07 -6.85 -0.42  0.384
H: -2.84 -7.19 1.14  0.386
H: -2.33 -4.39 -0.02  -0.111
H: -3.10 -4.71 1.53  0.357
H: -4.44 -2.96 0.49  -0.318
H: -6.08 -3.56 0.25  0.613
H: -5.69 -1.85 -1.43  0.522
H: -5.70 -3.40 -2.29  0.561
H: -1.08 -2.90 -3.78  0.486
H: -4.24 -0.67 -0.12  0.639
H: -2.68 0.09 -0.47  -0.504
H: -2.75 -1.32 0.58  -0.620
N: -3.96 1.29 2.28  -0.180
C: -2.91 0.58 2.72  -0.335
O: -1.79 0.69 2.25  0.897
C: -3.12 -0.40 3.85  -0.798
I: -4.91 -1.56 3.68  -0.012
H: -3.77 2.06 1.66  0.018
H: -4.85 1.24 2.74  0.148
H: -3.18 0.12 4.80  0.550
H: -2.30 -1.12 3.83  -0.113
C: -2.76 3.87 0.26  -1.971
O: -1.04 2.44 -0.58  -0.646
C: -1.36 3.23 0.35  -0.268
O: -0.64 3.57 1.30  -0.656
H: -3.46 3.21 -0.24  0.371
H: -2.68 4.77 -0.34  0.324
H: -3.12 4.16 1.24  0.406

Properties
Frontier orbital gap ... 6.53 eV
Energy ... -306095.0327 eV
Strongest force on any atom ... 0.0314 hartree/bohr
Energy relative to the best compared isomer or geometry (same formula, charge and spin) ... 7.6 kcal/mol
Total charge ... -1

One molecule with the formula C8H6N2O in a non-equilibrium geometry, computed with wB97M-V/def2-TZVPD.

Each line ends with the natural charge from an NBO analysis.
Element x y z (Å)
O: 1.91 0.89 2.30  -0.554
C: 1.57 0.86 1.13  0.615
N: 2.22 1.65 0.19  -0.504
C: 1.77 1.68 -0.99  0.322
N: 0.69 0.98 -1.49  -0.572
C: -0.02 0.12 -0.65  0.193
C: -1.16 -0.57 -1.08  -0.260
C: -1.84 -1.42 -0.23  -0.168
C: -1.47 -1.50 1.10  -0.241
C: -0.36 -0.77 1.55  -0.116
C: 0.41 0.07 0.70  -0.198
H: 2.21 2.30 -1.76  0.179
H: 0.50 0.95 -2.49  0.414
H: -1.49 -0.42 -2.08  0.211
H: -2.74 -1.94 -0.58  0.220
H: -2.11 -2.06 1.82  0.225
H: -0.08 -0.85 2.57  0.233

Properties
Frontier orbital gap ... 9.18 eV
Energy ... -13421.3063 eV
Strongest force on any atom ... 0.0462 hartree/bohr
Energy relative to the best compared isomer or geometry (same formula, charge and spin) ... 0.0 kcal/mol
SMILES ... O=c1nc[nH]c2ccccc12